C36H57NO15P | the ωB97M-V functional and the def2-TZVPD basis

The geometry in ORCA input format:
```
! wB97M-V def2-TZVPD RIJCOSX def2/J DEFGRID3
* xyz 1 1
C 1.3351 2.6900 -3.1533
C 0.2766 3.1944 -2.7885
P -1.2442 3.9809 -2.0536
C -0.8105 4.3537 -0.2555
C -1.8700 3.7861 0.7867
C -1.5068 2.3581 1.3698
C -1.0836 1.2796 0.2829
N 0.3793 0.9873 0.3894
C 0.7409 -0.2510 -0.2895
C -0.0357 -0.8777 -1.5096
O 1.7541 -0.8389 0.0889
H 2.1021 1.8809 -3.3217
H -2.3234 3.0236 -2.0684
H -1.5745 5.1372 -2.8137
H -0.8510 5.4934 -0.1698
H 0.2616 4.0771 0.0047
H -1.8554 4.5073 1.6719
H -2.9358 3.8624 0.3799
H -0.7051 2.4910 2.1632
H -2.4501 1.9663 1.8748
H -1.3628 1.5429 -0.7840
H -1.6335 0.3151 0.5306
H 0.9539 1.7297 -0.0265
H -0.0703 -2.0113 -1.3959
H 0.5375 -0.6238 -2.4486
H -1.1083 -0.5439 -1.6169
O -2.3721 5.9299 3.8043
C -2.0117 4.9630 4.4228
O -1.1992 4.0026 3.9112
C -1.0553 2.9398 4.8685
C -1.3861 3.5627 6.2047
C -2.4156 4.6113 5.8315
H -1.7434 2.1394 4.6029
H -0.0350 2.5535 4.8382
H -1.7408 2.8449 6.9371
H -0.4963 4.0508 6.6141
H -3.4282 4.2017 5.8203
H -2.3602 5.4819 6.4834
O 2.6074 4.4446 2.7998
C 3.1962 4.0253 1.8425
O 3.0299 4.5086 0.5784
C 3.7967 3.7155 -0.3399
C 4.8713 3.0594 0.4981
C 4.1758 2.8793 1.8357
H 3.1290 2.9838 -0.8085
H 4.2182 4.3547 -1.1131
H 5.2445 2.1298 0.0685
H 5.7188 3.7407 0.6131
H 3.6223 1.9382 1.8835
H 4.8746 2.9570 2.6669
O -3.4716 0.6760 -2.8617
C -3.1055 0.0553 -3.8297
O -3.8548 -0.8788 -4.4582
C -3.0775 -1.4972 -5.4970
C -1.9859 -0.5006 -5.8217
C -1.7530 0.1671 -4.4812
H -2.6794 -2.4422 -5.1180
H -3.7133 -1.7026 -6.3581
H -1.0934 -0.9614 -6.2458
H -2.3568 0.2367 -6.5395
H -1.0221 -0.3754 -3.8783
H -1.4587 1.2101 -4.5977
O -0.8421 -4.9220 -2.7039
C -0.2744 -5.3532 -1.7335
O 0.9437 -5.9515 -1.7653
C 1.2708 -6.4419 -0.4549
C 0.4247 -5.6277 0.4966
C -0.8188 -5.3540 -0.3267
H 1.0336 -7.5079 -0.4125
H 2.3373 -6.3099 -0.2700
H 0.2244 -6.1385 1.4388
H 0.9282 -4.6835 0.7256
H -1.5554 -6.1550 -0.2301
H -1.2618 -4.3904 -0.0771
O -1.3863 -8.8648 0.0797
C -1.3673 -9.3110 -1.0374
O -1.7316 -10.5797 -1.3532
C -1.4845 -10.8151 -2.7473
C -1.4589 -9.4426 -3.3835
C -0.9007 -8.5797 -2.2693
H -0.5298 -11.3386 -2.8483
H -2.2757 -11.4423 -3.1587
H -0.8750 -9.4046 -4.3036
H -2.4784 -9.1237 -3.6188
H 0.1911 -8.5587 -2.2789
H -1.3054 -7.5701 -2.3017
O 7.0050 1.7762 -1.9878
C 6.8211 2.6775 -2.7567
O 5.9555 3.7054 -2.5265
C 5.8947 4.5462 -3.6884
C 7.1825 4.2828 -4.4387
C 7.4570 2.8260 -4.1151
H 5.0102 4.2721 -4.2713
H 5.8063 5.5890 -3.3817
H 7.1078 4.4889 -5.5068
H 7.9831 4.9060 -4.0309
H 6.9599 2.1522 -4.8163
H 8.5246 2.6169 -4.0726
O -3.7282 1.4755 4.3790
C -3.9023 1.0130 5.4754
O -3.1167 1.2937 6.5547
C -3.5398 0.4908 7.6693
C -4.9705 0.1064 7.3655
C -4.9706 0.0192 5.8516
H -2.8819 -0.3795 7.7404
H -3.4589 1.0706 8.5892
H -5.2820 -0.8147 7.8583
H -5.6451 0.9050 7.6868
H -4.6739 -0.9715 5.5003
H -5.9344 0.3033 5.4322
*
```

The value obtained for the HOMO energy is -11.69 eV. The value obtained for the total energy is -2930.37603 Ha.

***

C36H58AlF6N5O7PS2 | the ωB97M-V functional and the def2-TZVPD basis

The geometry in ORCA input format:
```
! wB97M-V def2-TZVPD RIJCOSX def2/J DEFGRID3
* xyz 1 1
Al -0.6041 -0.1917 0.4831
C 4.2025 5.2792 -1.0642
C 3.1762 5.1760 0.0748
C 3.8600 5.4765 1.4178
C 2.0851 6.2210 -0.1588
C 2.6129 3.7639 0.1138
C 1.2903 3.4870 -0.0441
C 0.8373 2.1516 0.0438
N -0.4135 1.6942 -0.0785
C -1.5843 2.2707 -0.3937
C -1.8449 3.5905 -0.8180
C -3.1259 3.9922 -1.0695
C -4.1897 3.0430 -0.9183
C -4.0189 1.7340 -0.5684
C -2.6816 1.3176 -0.2791
O -2.3948 0.1246 0.0841
C -5.1660 0.7344 -0.4634
C -4.9165 -0.4560 -1.4070
C -6.4991 1.3729 -0.8544
C -5.2741 0.2508 0.9932
C -3.3897 5.4233 -1.5365
C -4.8808 5.7177 -1.7108
C -2.6896 5.6417 -2.8871
C -2.8228 6.4066 -0.5011
C 1.7684 1.0641 0.3646
O 1.2618 -0.0922 0.5798
C 3.1721 1.3540 0.4296
C 3.5156 2.6704 0.3228
C 4.2903 0.3222 0.6428
C 5.3625 0.5180 -0.4431
C 4.9222 0.5565 2.0225
C 3.8270 -1.1323 0.5498
H 4.6128 6.2896 -1.0978
H 3.7365 5.0659 -2.0276
H 5.0368 4.5893 -0.9310
H 4.2673 6.4888 1.4062
H 4.6849 4.7921 1.6219
H 3.1468 5.4055 2.2421
H 2.5338 7.2144 -0.1753
H 1.3376 6.2111 0.6385
H 1.5827 6.0717 -1.1174
H 0.5872 4.2846 -0.1965
H -1.0330 4.2747 -0.9931
H -5.1916 3.3851 -1.1259
H -4.7377 -0.1049 -2.4263
H -5.8015 -1.0933 -1.4276
H -4.0688 -1.0628 -1.0974
H -6.4718 1.7806 -1.8671
H -6.7935 2.1671 -0.1635
H -7.2779 0.6109 -0.8263
H -4.3492 -0.2204 1.3191
H -6.0784 -0.4822 1.0827
H -5.5015 1.0876 1.6587
H -5.3343 5.0882 -2.4787
H -5.0048 6.7545 -2.0244
H -5.4343 5.5872 -0.7784
H -3.0717 4.9497 -3.6397
H -1.6109 5.4958 -2.8115
H -2.8671 6.6600 -3.2372
H -3.2928 6.2599 0.4738
H -3.0135 7.4325 -0.8205
H -1.7438 6.2932 -0.3800
H 4.5643 2.9215 0.4109
H 5.8237 1.5053 -0.4105
H 4.9355 0.3724 -1.4368
H 6.1567 -0.2162 -0.3020
H 5.3474 1.5585 2.1068
H 5.7229 -0.1653 2.1926
H 4.1821 0.4362 2.8159
H 3.3401 -1.3271 -0.4039
H 3.1400 -1.4046 1.3491
H 4.7042 -1.7778 0.6190
C -2.8031 -1.2983 3.8550
N -1.9792 -0.2553 4.4615
C -2.0708 -0.1460 5.9123
P -0.8857 0.6385 3.6486
O -0.8627 0.1245 2.2315
N 0.6198 0.5799 4.2820
C 1.0558 1.3635 5.4336
C 1.4138 -0.6283 4.0520
N -1.3214 2.2179 3.7714
C -0.4543 3.2308 3.1670
C -2.7387 2.5769 3.7089
H -2.4856 -2.2877 4.1924
H -2.7254 -1.2643 2.7729
H -3.8470 -1.1521 4.1411
H -1.6475 -1.0244 6.4060
H -3.1168 -0.0547 6.2119
H -1.5444 0.7404 6.2641
H 0.4013 2.2171 5.5869
H 2.0705 1.7271 5.2599
H 1.0628 0.7572 6.3438
H 1.0919 -1.1304 3.1427
H 1.3333 -1.3217 4.8938
H 2.4615 -0.3504 3.9349
H 0.5772 2.8846 3.1345
H -0.4991 4.1487 3.7555
H -0.7761 3.4611 2.1451
H -3.3448 1.8253 4.2077
H -3.0829 2.6750 2.6722
H -2.8837 3.5329 4.2130
F 1.7361 -3.0588 -0.8177
C 0.5937 -3.7244 -0.8591
F 0.5190 -4.4486 -1.9515
F 0.4958 -4.5068 0.2095
S -0.8340 -2.5326 -0.7809
O -0.8725 -2.1160 0.6468
O -1.9517 -3.2136 -1.3218
N -0.3952 -1.1333 -1.3785
S 0.1521 -0.8010 -2.8604
O 0.6006 -1.9917 -3.5026
O 0.9514 0.3744 -2.7561
C -1.3872 -0.2874 -3.7338
F -1.0868 0.0508 -4.9758
F -2.2602 -1.2841 -3.7314
F -1.9292 0.7641 -3.1101
*
```

The value obtained for the HOMO energy (alpha / beta) is -10.58 / -10.66 eV. For the relative energy (zero: lowest compared OMol25 entry of this formula, charge and spin), the calculation gives 0.0 kJ/mol. The value obtained for the total energy is -4186.50344 Ha.

***

C36H58As3ClN2O3PReS | the ωB97M-V functional and the def2-TZVPD basis

The geometry in ORCA input format:
```
! wB97M-V def2-TZVPD RIJCOSX def2/J DEFGRID3
* xyz 3 4
Re 0.6703 -0.0627 -0.3750
C 4.7436 -0.9472 -0.8136
As 3.2891 0.3269 -0.6985
C 3.6916 1.3294 -2.3081
C 3.8354 1.6871 0.5936
C 3.6878 1.4490 2.0971
C 4.3379 0.1240 2.5003
C 2.2275 1.5156 2.5488
As 0.9889 0.0749 2.1295
C 1.4697 -1.5353 3.0800
C -0.6089 0.5955 3.0814
C 4.4366 2.5904 2.8254
As 3.9535 4.5403 2.8461
C 2.4404 4.4911 4.1002
C 2.8960 4.8084 1.2074
H 5.6399 -0.3452 -0.9613
H 4.5997 -1.5848 -1.6841
H 4.8644 -1.5504 0.0774
H 4.7702 1.4787 -2.2847
H 3.2118 2.3028 -2.2919
H 3.4344 0.7738 -3.2069
H 3.2999 2.5820 0.2814
H 4.8919 1.8384 0.3570
H 3.9019 -0.7365 1.9775
H 4.2412 -0.0516 3.5736
H 5.4048 0.1368 2.2712
H 1.7316 2.4131 2.1725
H 2.1780 1.5424 3.6415
H 1.8404 -1.1971 4.0477
H 2.2409 -2.1107 2.5834
H 0.5731 -2.1334 3.2327
H -0.3741 0.4207 4.1317
H -1.4621 -0.0137 2.7914
H -0.8213 1.6502 2.9330
H 5.4729 2.5698 2.4793
H 4.4822 2.3412 3.8902
H 2.7678 4.0444 5.0396
H 1.5544 3.9734 3.7323
H 2.1613 5.5227 4.3102
H 3.5417 4.7630 0.3292
H 2.5252 5.8316 1.2747
H 2.0287 4.1555 1.0697
C -1.1686 -1.0193 -4.8279
C -2.0343 0.0391 -4.2042
C -3.3794 0.1111 -4.5526
C -4.1948 1.1221 -4.0680
Cl -5.8486 1.1787 -4.5309
C -3.6754 2.1045 -3.2374
C -2.3430 2.0435 -2.8673
C -1.5459 1.0037 -3.3256
O -0.1863 0.9219 -2.9426
C 0.4530 2.1935 -2.9033
C 0.4285 2.7696 -1.5014
O 0.1305 3.8722 -1.1849
O 0.8469 1.8563 -0.5546
H -1.6016 -2.0139 -4.6942
H -0.1601 -1.0046 -4.4277
H -1.0955 -0.8538 -5.9038
H -3.7917 -0.6164 -5.2421
H -4.3041 2.9186 -2.8999
H -1.9461 2.8295 -2.2350
H -0.0037 2.9011 -3.5905
H 1.4829 2.0257 -3.2003
C -1.6556 -4.5411 0.3321
C -1.2844 -3.0682 0.5363
P 0.2593 -2.5801 -0.3222
C 0.1956 -3.1260 -2.0673
C 1.3540 -2.5567 -2.8919
C 1.4513 -3.7324 0.4653
C 2.9327 -3.4341 0.3283
H -2.5378 -4.7743 0.9266
H -0.8653 -5.2215 0.6469
H -1.8982 -4.7509 -0.7100
H -1.1146 -2.8563 1.5968
H -2.1065 -2.4307 0.2273
H -0.7726 -2.8697 -2.5018
H 0.2494 -4.2163 -2.0558
H 1.4185 -1.4617 -2.8235
H 1.2268 -2.7930 -3.9470
H 2.3114 -2.9720 -2.5783
H 1.2201 -4.7026 0.0213
H 1.1581 -3.8074 1.5137
H 3.2688 -3.4773 -0.7066
H 3.5156 -4.1642 0.8900
H 3.1683 -2.4464 0.7212
S -5.9433 1.0402 0.0461
C -4.1987 0.7738 -0.1430
C -3.6994 -0.2904 -0.8895
C -2.3407 -0.4839 -0.9683
N -1.4439 0.3040 -0.3296
C -1.9270 1.4035 0.3027
C -3.2715 1.6546 0.4231
C -6.2191 -0.3754 1.1146
C -6.5312 -1.6159 0.5773
C -6.7048 -2.6773 1.4562
N -6.5923 -2.5646 2.7786
C -6.3364 -1.3573 3.2759
C -6.1375 -0.2270 2.4897
H -4.3676 -0.9566 -1.4196
H -1.9392 -1.2966 -1.5587
H -1.1982 2.0870 0.7120
H -3.6064 2.5374 0.9539
H -6.6697 -1.7521 -0.4881
H -6.9586 -3.6623 1.0782
H -6.2913 -1.2823 4.3571
H -5.9410 0.7366 2.9419
*
```

The value obtained for the HOMO energy (alpha / beta) is -15.13 / -15.12 eV. For the relative energy (zero: lowest compared OMol25 entry of this formula, charge and spin), the calculation gives 0.0 kJ/mol. The value obtained for the total energy is -9726.17457 Ha. The expectation value of S² is 3.79.

***

C36H58ClF15InO15P | the ωB97M-V functional and the def2-TZVPD basis

The geometry in ORCA input format:
```
! wB97M-V def2-TZVPD RIJCOSX def2/J DEFGRID3
* xyz -2 1
C 1.0838 4.1085 1.3338
O 0.1631 3.1437 0.8280
C 0.2355 3.1557 -0.6039
C -1.0361 2.5280 -1.2385
C -2.3714 2.9880 -0.5437
C -3.3604 1.8100 -0.2192
C -3.3160 1.3041 1.2704
C -2.6397 -0.1173 1.4250
C -1.0854 -0.0475 1.6945
In 0.1895 -1.2042 0.2523
O 1.4794 0.1878 -0.6600
C 2.6128 -0.4439 -1.2444
C 3.7459 0.6655 -1.3432
C 4.2736 0.7425 -2.8274
C 4.8961 0.3983 -0.3091
C 4.9359 1.4064 0.8923
C 5.9584 0.8098 1.9414
C 3.5537 1.5565 1.6251
C 1.4208 -2.7954 1.3387
O 1.6454 -2.6818 2.5837
O 1.8446 -3.7852 0.6413
P -1.0903 -2.3913 -1.6081
O -2.1359 -1.2280 -2.3261
Cl -2.3376 -3.9486 -0.8005
H 1.3707 3.7752 2.3530
H 0.6439 5.1401 1.3209
H 1.9851 4.1233 0.6716
H 0.3488 4.2124 -0.9759
H 1.1782 2.6292 -0.8906
H -1.0062 1.4124 -1.2439
H -1.0234 2.8246 -2.3141
H -2.2078 3.5887 0.3758
H -2.8857 3.6673 -1.2744
H -3.1792 1.0082 -0.9678
H -4.3923 2.2150 -0.3881
H -4.3658 1.2338 1.6543
H -2.8107 2.0851 1.8785
H -2.9335 -0.8106 0.6026
H -3.1010 -0.5458 2.3559
H -0.8750 -0.4180 2.7262
H -0.7558 1.0210 1.6858
H 2.9579 -1.2707 -0.5785
H 2.3525 -0.8640 -2.2483
H 3.2804 1.6544 -1.1221
H 4.7035 -0.2322 -3.1526
H 5.0345 1.5629 -2.8992
H 3.4214 1.0391 -3.4817
H 4.8145 -0.6197 0.1420
H 5.8694 0.4551 -0.8578
H 5.2329 2.4196 0.5405
H 7.0003 1.0204 1.6104
H 5.8458 -0.2883 2.0594
H 5.7399 1.2976 2.9161
H 3.4129 0.7789 2.4141
H 2.6844 1.6355 0.9397
H 3.5971 2.5281 2.1902
H -2.7592 -0.9818 -1.6253
C -2.3788 -7.0566 -2.3834
C -1.3490 -7.6773 -3.2998
O -1.9473 -8.6853 -4.1496
C -2.6054 -8.2431 -5.2151
O -2.7428 -7.0928 -5.5174
C -3.1353 -9.4243 -6.0329
F -3.7291 -10.3529 -5.2616
F -2.1432 -10.0472 -6.6980
F -4.0383 -9.0446 -6.9462
H -2.8947 -7.8292 -1.8077
H -1.9079 -6.3554 -1.6942
H -3.1406 -6.5207 -2.9512
H -0.5880 -8.1849 -2.7081
H -0.8391 -6.9228 -3.9005
C -6.8809 -4.4427 -5.2985
C -5.9542 -4.6280 -4.1138
O -5.5016 -3.3640 -3.6124
C -6.3493 -2.7039 -2.8250
O -7.4449 -3.0847 -2.5198
C -5.7035 -1.4069 -2.3328
F -5.1051 -0.7313 -3.3260
F -4.7693 -1.6597 -1.4073
F -6.5932 -0.5689 -1.7804
H -6.3972 -3.8408 -6.0702
H -7.1594 -5.4080 -5.7233
H -7.7921 -3.9175 -5.0076
H -5.0636 -5.1740 -4.4255
H -6.4267 -5.2087 -3.3193
C 5.3722 3.2410 8.2923
C 6.6617 2.7649 7.6552
O 6.6664 3.0284 6.2442
C 6.9648 4.2747 5.8799
O 7.2200 5.1699 6.6350
C 6.9738 4.3880 4.3539
F 5.9034 3.8050 3.8031
F 8.0610 3.7976 3.8242
F 6.9847 5.6615 3.9382
H 4.5117 2.7999 7.7865
H 5.3418 2.9685 9.3478
H 5.2696 4.3239 8.2123
H 6.7506 1.6848 7.7683
H 7.5364 3.2122 8.1315
C -0.8300 -4.0682 3.6268
C -1.6065 -3.0689 4.4512
O -3.0157 -3.4124 4.5108
C -3.3558 -4.3530 5.3753
O -2.6014 -4.9385 6.1030
C -4.8722 -4.5661 5.3498
F -5.3551 -4.6537 4.1004
F -5.5236 -3.5478 5.9486
F -5.2393 -5.6895 5.9865
H -1.2681 -4.1679 2.6312
H 0.2121 -3.7571 3.5202
H -0.8570 -5.0610 4.0848
H -1.5476 -2.0870 3.9828
H -1.1967 -2.9709 5.4587
C 2.2335 9.2536 -4.2634
C 0.8956 9.3411 -3.5574
O 0.0316 8.2678 -3.9567
C 0.2548 7.0877 -3.3629
O 1.1067 6.8837 -2.5512
C -0.7629 6.0506 -3.8438
F -0.9137 6.0693 -5.1825
F -1.9798 6.2757 -3.3157
F -0.4134 4.8113 -3.5092
H 2.0923 9.2176 -5.3454
H 2.8563 10.1138 -4.0149
H 2.7691 8.3468 -3.9807
H 0.3909 10.2657 -3.8385
H 1.0132 9.3551 -2.4723
*
```

The value obtained for the HOMO energy is -0.39 eV. The value obtained for the total energy is -5024.88832 Ha.